Computed, not measured: C11H39BF4N15O8 as an isolated structure at a distorted geometry, with ωB97M-V/def2-TZVPD.

Results
Multiplicity: 1
Total energy, eV: -62299.7774
F_max, eV/A: 18.39
HOMO level, eV: -5.23
Energy relative to the best compared isomer or geometry (same formula, charge and spin), kcal per mole: 680.03
Molar mass, g mol⁻¹: 596.33
Total charge: -1
HOMO-LUMO gap, Eh: 0.26928

CARTESIAN COORDINATES (ANGSTROEM)
H: 2.178 -1.356 0.217
O: 3.608 1.522 -2.642
N: 0.450 2.553 1.922
H: 0.201 2.454 4.137
C: -2.622 3.295 0.790
H: -1.868 -3.719 -4.398
N: 1.569 -1.138 0.993
C: -0.661 -1.215 -1.925
O: -3.634 -2.037 1.292
C: 3.874 0.585 0.864
H: -3.827 1.880 -0.053
C: 2.009 -1.449 2.180
H: 0.600 2.636 0.927
H: 1.212 -1.571 4.032
B: -0.213 0.836 0.028
H: 1.303 -0.201 -1.286
H: -1.829 -1.671 -5.693
O: 3.132 -1.882 2.328
N: -0.986 -4.074 -4.738
H: 0.145 -0.940 2.830
H: 0.823 -2.746 -3.231
H: -2.119 1.697 -0.317
C: 2.555 1.120 -2.119
H: -1.665 -2.290 0.036
H: -0.594 -4.416 -3.873
H: -1.196 -0.243 5.321
N: -1.789 -1.337 0.347
N: -2.155 -0.404 5.049
O: 2.616 2.458 2.116
N: 1.767 2.032 -1.594
H: 2.270 1.742 1.214
H: 1.753 2.425 4.768
H: 0.736 -3.401 -5.652
O: -3.586 3.921 1.197
H: -1.287 -0.498 0.093
C: 0.219 -2.162 -3.925
C: -2.445 -0.684 3.829
N: 1.182 2.315 3.942
H: -4.104 0.367 1.396
F: -1.505 1.008 -0.427
F: 0.469 -0.076 -0.738
O: 4.496 1.032 1.769
H: -1.488 -2.719 -6.967
H: -0.434 -1.412 -6.763
H: 1.127 1.710 -0.883
C: 1.515 2.355 2.662
C: -0.153 -2.944 -5.216
H: -0.926 4.134 1.559
H: -0.639 -2.062 -1.240
H: 5.287 -0.372 0.015
C: -0.984 -2.153 -6.184
H: -2.914 -0.190 5.680
O: -0.887 -1.575 -3.222
H: 2.591 -0.870 -2.224
N: 2.683 0.953 0.736
H: -0.858 2.985 0.272
F: -0.329 0.406 1.320
H: 3.770 -0.535 -0.810
N: -1.374 3.393 1.038
H: 0.769 -1.245 -4.137
N: -2.882 2.182 0.134
H: -2.693 0.858 0.535
H: -1.499 -0.609 2.079
H: -0.508 2.485 2.234
H: -0.540 -0.528 3.660
H: 0.242 -0.612 -1.827
C: -2.907 -1.118 0.875
F: 0.447 2.001 -0.107
N: -1.356 -0.655 3.078
H: 1.819 2.923 -2.067
N: 2.122 -0.054 -1.858
O: -3.592 -0.737 3.428
H: 0.716 -0.625 0.826
N: 1.059 -1.292 3.073
N: 4.284 -0.254 0.012
N: -3.275 0.109 0.881
H: -1.556 -0.681 -1.607
H: 2.279 0.379 0.010


Computed, not measured: a 8-piece molecular cluster, C11H39BN10O9 overall at a distorted geometry, with ωB97M-V/def2-TZVPD.

Results
Multiplicity: 1
Total energy, eV: -46036.8694
F_max, eV/A: 8.60
HOMO level, eV: 1.04
Molar mass, g mol⁻¹: 466.31
Total charge: -2
HOMO-LUMO gap, Eh: 0.06818

CARTESIAN COORDINATES (ANGSTROEM)
N: 2.319 -5.878 -2.420
H: -1.487 -1.263 -1.565
O: 2.704 0.374 -7.879
N: -1.078 5.406 -1.748
H: 1.335 -5.683 -2.541
H: 1.613 -4.365 -3.607
H: -1.903 2.138 8.361
C: 3.118 -4.886 -2.577
B: -2.671 -4.602 -2.949
N: -1.203 -0.347 -1.247
H: 0.994 -0.432 -9.575
C: -1.972 2.752 7.463
N: 4.986 0.762 -0.198
C: -4.939 1.394 -5.411
H: -0.118 0.775 7.087
H: -1.097 -0.355 -0.243
H: -0.202 1.163 -7.037
H: -2.261 -4.335 -1.987
H: -0.334 -0.074 -1.682
O: -4.457 1.903 -4.376
H: -0.226 5.686 -2.213
H: 5.683 0.996 0.495
H: 4.758 -0.180 -0.480
H: 1.190 1.714 -6.317
H: -1.892 0.308 -1.589
H: -1.757 -3.957 7.246
H: -3.666 -4.191 -3.021
H: 1.019 -3.179 5.199
N: 4.918 2.927 -0.617
N: -3.015 5.747 -0.912
N: 0.801 1.244 -7.122
C: 4.490 1.743 -0.933
H: 0.619 -0.983 6.064
H: -0.316 0.293 -8.524
C: -0.287 1.557 6.347
H: -0.352 -2.916 7.375
O: -1.327 7.190 -0.410
H: -2.712 -5.674 -3.066
H: -3.025 3.007 7.341
H: 1.523 -1.098 4.628
H: -3.336 4.938 -1.425
H: -1.288 -0.147 4.836
H: 4.456 3.742 -0.994
H: 2.717 -6.744 -2.083
O: -4.380 1.290 -6.506
C: 0.062 1.261 4.861
C: 1.464 0.539 -7.930
O: -1.603 2.006 6.296
H: -0.481 1.980 4.248
N: 0.637 0.072 -8.776
H: 5.716 2.904 0.002
H: 0.402 2.344 6.654
N: 2.493 -4.005 -3.265
H: -2.028 -4.217 -3.726
O: -6.097 1.006 -5.482
O: -1.087 -3.157 5.380
N: -0.358 -0.068 4.449
H: -0.291 -4.593 6.665
C: -1.778 6.179 -0.953
O: 4.252 -4.784 -2.118
C: -0.841 -3.654 6.739
H: 2.862 -3.077 -3.416
H: -3.582 6.380 -0.367
C: 0.497 -1.147 4.993
H: 1.121 1.400 4.644
H: -1.388 3.672 7.454
O: 3.611 1.576 -1.762
H: -1.714 4.940 -2.379
C: 0.143 -2.637 4.845
H: 0.045 -2.685 3.761


Computed, not measured: a 6-piece molecular cluster, C11H3Cl21FN4O3 overall at a distorted geometry, with ωB97M-V/def2-TZVPD.

Results
Multiplicity: 1
Total energy, eV: -289229.3716
F_max, eV/A: 5.23
HOMO level, eV: -12.50
Molar mass, g mol⁻¹: 1002.68
Total charge: +1
HOMO-LUMO gap, Eh: 0.25951

CARTESIAN COORDINATES (ANGSTROEM)
Cl: -3.680 2.185 1.182
C: 3.817 2.377 -0.969
Cl: -6.977 -6.719 -1.664
C: 1.730 0.901 -0.769
Cl: 0.323 -3.638 -0.347
Cl: -4.505 -7.947 -2.544
Cl: -1.465 3.954 1.801
H: 5.041 2.834 -2.477
Cl: 2.989 -6.609 3.578
Cl: -2.317 -4.441 0.554
C: -1.491 8.079 -1.546
Cl: 4.078 4.723 0.531
Cl: -1.092 6.463 -2.169
C: 1.537 -1.266 -0.448
C: 1.806 -7.932 3.599
C: -3.225 3.715 1.953
Cl: 2.509 -9.341 4.411
O: 1.365 3.894 1.451
H: 3.532 0.411 -2.145
Cl: -4.440 -5.423 -1.125
Cl: 0.001 9.015 -1.332
C: 3.081 1.127 -1.403
H: 5.770 1.909 -1.255
N: 5.156 2.708 -1.466
C: -0.863 -4.965 -0.329
Cl: -1.292 -5.392 -1.995
C: 3.150 3.285 0.036
N: 1.029 -0.335 -1.154
Cl: 1.374 -8.364 1.932
Cl: -2.550 8.909 -2.698
C: 1.135 1.853 0.204
Cl: -2.320 7.922 0.014
F: -0.094 1.565 0.722
Cl: -4.063 5.055 1.154
N: 1.865 2.994 0.558
N: 0.445 4.715 0.677
O: 0.849 5.804 0.633
Cl: -5.464 -5.536 -3.834
Cl: -3.671 3.671 3.667
Cl: 0.351 -7.411 4.469
C: -5.348 -6.406 -2.292
Cl: -0.156 -6.374 0.480
O: 2.080 -1.971 0.355